No. 1
13
Properties=species:S:1:pos:R:3 method="wB97M-V/def2-TZVPD" total_charge=+1 total_energy_ha=-625.74822
C -0.62 0.06 0.25
C -2.59 -0.49 -0.15
C 2.29 0.90 -0.18
N -1.29 -1.05 -0.05
N 1.68 -0.32 0.11
S -1.86 1.20 0.08
H -2.98 -0.66 -1.16
H -3.22 -0.76 0.58
H 2.14 1.70 0.55
H 2.21 1.12 -1.26
H 3.33 0.83 0.16
H -0.66 -1.89 0.00
H 1.58 -0.64 1.06

=====

No. 2
18
Properties=species:S:1:pos:R:3 method="wB97M-V/def2-TZVPD" total_charge=+1 smiles="CNN/[N+](O)=C/OC" total_energy_ha=-434.60359
C 2.90 0.54 -0.60
N 2.04 0.10 0.49
N 1.26 -0.98 0.53
N -0.14 -0.88 0.16
O -0.51 -2.07 -0.43
C -1.01 0.14 0.22
O -2.24 -0.05 -0.16
C -3.25 0.93 0.12
H 2.85 1.65 -0.88
H 3.93 0.17 -0.49
H 2.51 0.03 -1.59
H 2.35 0.21 1.44
H 1.66 -1.87 0.24
H -1.18 -2.35 0.20
H -0.77 1.03 0.58
H -4.19 0.57 0.54
H -3.49 1.15 -0.95
H -2.74 1.67 0.59

=====

No. 3
15
Properties=species:S:1:pos:R:3 method="wB97M-V/def2-TZVPD" smiles=CC(F)(F)C(N)N total_energy_ha=-428.31763
C -0.27 1.42 -1.16
C 0.62 0.68 -0.22
F 1.30 1.52 0.68
F 1.64 0.13 -0.94
C -0.22 -0.47 0.72
N -1.19 -1.02 -0.11
N 0.69 -1.32 1.37
H -1.00 1.98 -0.38
H -0.88 0.64 -1.52
H 0.22 1.98 -1.94
H -0.67 0.22 1.56
H -0.97 -1.78 -0.76
H -2.03 -1.25 0.26
H 1.55 -0.85 1.82
H 1.20 -1.89 0.62

=====

No. 4
9
Properties=species:S:1:pos:R:3 method="wB97M-V/def2-TZVPD" smiles=C[C@H](F)S total_energy_ha=-577.20473
C 1.03 -0.26 0.37
C -0.18 0.05 -0.55
F -0.49 1.55 -0.23
S -1.73 -0.70 -0.27
H 1.04 0.57 1.14
H 1.97 -0.14 -0.22
H 0.65 -1.14 0.77
H -0.11 0.02 -1.67
H -2.17 0.04 0.67

=====

No. 5
37
Properties=species:S:1:pos:R:3 method="wB97M-V/def2-TZVPD" total_charge=+2 total_energy_ha=-916.08043
Y -0.28 -1.53 -0.55
C 3.66 2.40 0.24
N 3.23 1.00 0.13
C 4.31 0.01 0.29
C 2.00 0.64 -0.08
O 1.65 -0.58 -0.16
C 0.90 1.69 -0.21
O -0.32 0.97 -0.37
C -1.51 1.63 0.06
C -2.54 0.53 0.34
O -2.14 -0.67 0.20
N -3.75 0.83 0.70
C -4.23 2.21 0.85
C -4.76 -0.21 0.95
H 4.58 2.52 -0.33
H 3.86 2.64 1.28
H 2.92 3.08 -0.16
H 4.95 0.03 -0.59
H 3.89 -0.98 0.42
H 4.89 0.28 1.17
H 1.08 2.33 -1.08
H 0.85 2.32 0.68
H -1.87 2.32 -0.71
H -1.31 2.20 0.97
H -3.41 2.92 0.92
H -4.81 2.27 1.77
H -4.87 2.47 0.01
H -4.37 -1.18 0.68
H -5.64 0.02 0.36
H -5.02 -0.20 2.01
C 1.78 -4.54 -1.59
C 0.35 -4.70 -1.18
O -0.25 -5.73 -1.16
O -0.25 -3.51 -0.81
H 2.12 -5.42 -2.14
H 2.40 -4.43 -0.69
H 1.92 -3.65 -2.21

=====

No. 6
26
Properties=species:S:1:pos:R:3 method="wB97M-V/def2-TZVPD" total_charge=+1 total_energy_ha=-924.41928
C -0.20 -0.90 -1.26
C -0.23 0.29 -0.62
C -0.53 -0.59 -2.69
C -0.85 0.83 -2.61
C -0.58 -1.38 -3.78
C 0.22 -2.28 -0.88
C -1.08 0.81 2.18
C 0.99 2.15 1.61
C 1.08 -0.23 2.54
C 0.41 0.83 1.85
O -0.69 1.26 -1.43
Cl -1.16 1.85 -3.86
H -0.73 -0.95 -4.84
H -0.36 -2.46 -3.59
H 1.26 -2.25 -0.67
H -0.09 -3.10 -1.53
H -0.28 -2.55 0.00
H -1.37 1.39 3.08
H -1.62 1.19 1.31
H -1.38 -0.21 2.30
H 0.83 2.85 2.44
H 0.45 2.72 0.81
H 2.07 2.26 1.41
H 0.95 -0.12 3.67
H 2.18 -0.30 2.37
H 0.72 -1.13 2.15